{"formula": "C6H16OSi2", "method": "ωB97M-V/def2-TZVPD", "species": ["C", "C", "C", "C", "C", "C", "O", "Si", "Si", "H", "H", "H", "H", "H", "H", "H", "H", "H", "H", "H", "H", "H", "H", "H", "H"], "coordinates": [[-0.038046, -0.981051, -0.762263], [-0.350104, -2.349332, -0.287273], [2.210784, 0.417620, 1.311355], [1.850753, 0.955872, -2.056460], [-1.836281, -0.305194, 2.092594], [-1.205739, 1.790563, -0.272268], [-2.826399, -0.637196, -0.939961], [1.488672, -0.022055, -0.437934], [-1.789249, -0.032101, 0.002359], [-0.258257, -0.867350, -1.773046], [-1.279774, -2.611475, -0.638178], [-0.249402, -2.418904, 0.797404], [0.489784, -2.941654, -0.672667], [3.338250, 0.334200, 1.107121], [1.831601, 1.286038, 1.819829], [1.804080, -0.454643, 1.896453], [1.925411, 2.006014, -1.799428], [2.616866, 0.615417, -2.704111], [1.045500, 0.712112, -2.740252], [-1.211952, 0.372323, 2.571554], [-2.917258, -0.313863, 2.338444], [-1.487421, -1.281317, 2.223053], [-0.130814, 1.900496, -0.198473], [-1.450561, 2.316610, -1.338211], [-1.570439, 2.508869, 0.460366]], "forces_ev_per_angstrom": [[1.65, 1.43, 2.41], [3.37, -0.37, 1.09], [0.36, -2.45, -1.78], [-0.59, -0.50, 1.41], [-1.89, -0.20, -4.02], [-1.04, 1.42, -2.17], [-0.60, -0.43, -0.13], [-2.02, 0.54, -0.66], [1.24, 1.61, 1.75], [-0.28, 0.23, -1.91], [-2.08, -1.07, -0.62], [-0.40, -0.16, 0.02], [-0.76, -0.77, -0.05], [-1.54, 0.38, 1.03], [0.24, 0.68, -0.26], [0.85, 0.61, -0.33], [0.06, 0.25, -0.46], [1.68, -0.17, 0.04], [-0.92, 0.43, 0.40], [0.75, 1.44, 1.06], [0.74, 0.44, 0.13], [0.59, -1.62, 0.45], [0.60, -0.13, 0.11], [0.35, -1.58, 2.34], [-0.35, -0.01, 0.16]], "mulliken_charge": [0.1859, -1.6197, -0.9464, -1.1161, -1.1098, -0.9649, -0.7273, 0.3064, 0.5603, 0.3403, 0.4698, 0.3392, 0.4075, 0.3135, 0.3654, 0.3048, 0.3341, 0.4497, 0.3294, 0.3407, 0.3020, 0.3410, 0.1706, 0.2226, 0.4014], "homo_ev": -8.262, "lumo_energy_ev": -1.27}



{"formula": "C6H16P", "method": "ωB97M-V/def2-TZVPD", "species": ["C", "C", "C", "C", "C", "C", "P", "H", "H", "H", "H", "H", "H", "H", "H", "H", "H", "H", "H", "H", "H", "H", "H"], "coordinates": [[-0.244518, -1.073749, -1.870422], [-1.921866, 0.582959, -1.082792], [1.875444, 0.767853, -0.229560], [-0.176900, 1.294222, 1.736421], [0.958623, -1.457754, 1.277551], [-0.732792, -0.212497, -0.819945], [0.417381, 0.073947, 0.517612], [0.332434, -0.356393, -2.493134], [-1.243303, -1.514647, -2.321736], [0.553377, -1.749361, -1.595032], [-1.833172, 1.254797, -1.886624], [-1.998363, 1.258297, -0.117118], [-2.842590, 0.070025, -1.337843], [2.525780, 1.153565, 0.696243], [1.564143, 1.773072, -0.756898], [2.397858, -0.010957, -0.852833], [-0.875030, 1.929533, 1.123247], [0.684326, 1.641241, 2.265624], [-0.920354, 0.956951, 2.439437], [0.387395, -1.281312, 2.245678], [2.079011, -1.735407, 1.431864], [0.526686, -2.290282, 0.688066], [-1.513571, -1.074101, 0.942192]], "forces_ev_per_angstrom": [[-1.47, -0.68, -1.24], [-0.59, 2.20, 3.31], [1.07, 2.75, 1.00], [-1.60, -0.71, -1.71], [0.41, -0.81, 1.01], [-0.47, -1.10, 3.14], [-0.16, 0.11, 0.01], [-0.79, -0.29, -0.58], [2.71, 0.44, 0.10], [-0.32, -0.79, 0.17], [0.76, 1.00, -1.31], [-0.92, -1.28, -2.16], [-0.04, -0.52, 0.57], [-0.94, -1.11, -2.17], [0.84, -2.11, 0.52], [-0.35, 1.18, 0.54], [1.63, 0.56, 0.66], [0.30, 1.06, 0.04], [0.10, -0.96, 0.43], [0.93, -1.20, -0.78], [-1.92, 1.17, -0.19], [-0.01, 0.40, 0.63], [0.83, 0.69, -1.98]], "mulliken_charge": [-1.4849, -0.9788, -1.2700, -1.2828, -1.1394, 0.3906, 0.9930, 0.3615, 0.3408, 0.3752, 0.4045, 0.0941, 0.4015, 0.4124, 0.3608, 0.3841, 0.3974, 0.4164, 0.4231, 0.3996, 0.3454, 0.4262, 0.2292], "total_charge": 1, "homo_ev": [-13.523, -12.974], "lumo_energy_ev": [-4.72, -4.77]}



{"formula": "C6H16S4", "method": "ωB97M-V/def2-TZVPD", "species": ["C", "C", "C", "S", "S", "H", "H", "H", "H", "H", "H", "H", "H", "C", "C", "C", "S", "S", "H", "H", "H", "H", "H", "H", "H", "H"], "coordinates": [[0.732069, -3.759119, 3.453773], [-0.152610, -4.318745, 2.317294], [-1.602161, -4.477613, 2.770948], [-2.627388, -4.961550, 1.295780], [-1.951193, -6.838327, 0.793409], [0.796625, -4.467299, 4.296940], [0.278333, -2.821286, 3.815984], [1.753241, -3.541485, 3.098162], [-0.056019, -3.651349, 1.439410], [0.304122, -5.291693, 2.052286], [-1.607324, -5.202193, 3.607845], [-1.930483, -3.499025, 3.170989], [-2.895054, -7.508982, 1.487549], [-3.867349, 2.850266, 3.594697], [-2.384012, 3.326291, 3.174622], [-2.375874, 4.809341, 2.963112], [-0.698801, 5.607424, 2.840626], [-0.190952, 5.206541, 0.764794], [-4.041771, 3.268959, 4.600113], [-3.965445, 1.752963, 3.648691], [-4.641570, 3.239541, 2.912315], [-1.746492, 3.111942, 4.053879], [-1.919754, 2.839322, 2.295546], [-2.796482, 4.882888, 1.941772], [-3.054288, 5.355276, 3.646600], [-0.077664, 6.443650, 0.236386]], "forces_ev_per_angstrom": [[-0.29, 0.20, -0.06], [1.22, 0.02, 0.31], [0.88, -0.18, -0.38], [0.01, 0.28, 0.79], [-0.27, 0.17, 0.37], [-0.02, 0.28, -0.28], [0.34, -0.24, 0.05], [-0.41, -0.11, 0.16], [-0.29, -0.36, 0.37], [-0.55, 0.32, -0.19], [-0.49, 0.16, -0.56], [-0.36, -0.49, -0.46], [0.22, -0.06, -0.13], [1.29, 0.35, -0.49], [-0.49, -1.01, 1.70], [-0.45, 0.57, -1.80], [-0.33, -0.43, -1.13], [-0.20, -0.03, 1.23], [-0.09, -0.21, -0.40], [0.16, 0.48, -0.06], [0.36, -0.13, 0.19], [-0.14, -0.23, -0.45], [-0.56, -0.02, 0.45], [0.02, 0.76, 0.47], [0.72, -0.09, -0.14], [-0.29, 0.00, 0.42]], "mulliken_charge": [-1.2158, -0.3252, -0.5945, -0.0903, -0.2145, 0.3237, 0.3159, 0.3268, 0.3251, 0.3184, 0.3128, 0.3590, 0.1586, -1.0720, -0.2041, -0.8170, -0.0757, -0.2299, 0.3060, 0.3171, 0.3061, 0.2674, 0.2998, 0.3416, 0.3954, 0.1653], "smiles": "CCCSS.CCCSS", "homo_ev": -8.964, "lumo_energy_ev": 0.19}



{"formula": "C6H17BeO9P", "method": "ωB97M-V/def2-TZVPD", "species": ["Be", "C", "C", "O", "H", "H", "H", "H", "H", "O", "C", "C", "O", "H", "H", "H", "H", "P", "O", "O", "O", "O", "C", "O", "H", "H", "H", "H", "C", "O", "H", "H", "H", "H"], "coordinates": [[-0.114283, -0.551547, 0.111750], [3.423409, 2.030346, -2.303403], [3.193138, 0.998588, -1.124784], [1.977285, 0.320245, -1.214859], [3.055780, 1.634861, -3.250258], [4.461415, 2.362562, -2.319968], [2.816512, 2.934459, -2.254759], [3.165430, 1.531559, -0.174372], [3.902517, 0.174071, -1.195810], [-1.930232, 0.219259, -1.523178], [-2.536867, -0.867676, -2.206057], [-1.972770, -2.361508, -2.165959], [-0.599237, -2.606141, -1.938077], [-2.629079, -0.601590, -3.259059], [-3.590520, -0.922517, -1.932380], [-2.357890, -3.013368, -2.950101], [-2.417820, -2.855630, -1.302320], [1.069253, -2.358300, 2.203877], [0.708773, -2.287233, 3.740143], [1.572904, -0.991095, 1.741836], [-0.131496, -2.613643, 1.249667], [2.089428, -3.459671, 1.902423], [-3.130004, -0.171205, 2.388829], [-1.715597, -0.443009, 2.255611], [-3.617966, -0.739236, 3.180872], [-3.185837, 0.876419, 2.684593], [-3.706109, -0.288936, 1.471032], [-1.587550, -1.377333, 2.435190], [0.620849, 2.662644, 1.320279], [0.109712, 2.167424, 0.107676], [-0.179433, 2.895964, 2.022571], [1.202000, 1.871240, 1.793604], [1.287164, 3.495567, 1.095858], [0.747120, 2.334431, -0.590469]], "forces_ev_per_angstrom": [[2.03, -1.62, 1.50], [-0.42, -0.30, 0.55], [-2.88, -0.97, -0.91], [-0.65, 0.91, -0.72], [0.54, -0.61, -0.14], [0.39, -0.03, -0.35], [-0.26, 0.28, 0.73], [0.99, 0.34, 0.49], [1.25, 0.43, 0.29], [0.67, -2.71, 0.50], [1.10, 1.33, 0.38], [1.40, 0.43, 1.33], [-1.74, 0.92, -0.54], [0.38, 0.01, -0.84], [-0.64, -0.57, 0.52], [-0.04, 0.17, -0.85], [-0.02, 0.03, 0.82], [1.47, -1.46, 2.23], [-0.53, -0.20, -1.33], [-0.54, 3.26, -1.78], [-3.17, 1.32, -1.91], [0.32, -0.31, 0.33], [1.31, 0.49, 0.05], [-2.00, 0.81, -0.14], [0.16, -0.33, 0.15], [-0.19, 0.18, -0.06], [0.17, -0.16, -0.30], [1.07, -0.81, -0.20], [0.75, -0.84, 0.00], [-1.23, 0.17, 0.07], [-0.18, 0.36, -0.23], [0.25, -0.11, 0.19], [-0.06, 0.45, 0.44], [0.28, -0.87, -0.24]], "mulliken_spin": [0.0042, -0.0002, -0.0003, -0.0014, 0.0001, 0.0000, 0.0000, 0.0001, 0.0001, 0.0059, 0.0124, -0.0275, 0.8766, 0.0049, 0.0001, 0.0235, 0.0794, -0.0023, 0.0050, 0.0006, 0.0172, 0.0016, -0.0003, 0.0004, 0.0000, 0.0000, 0.0003, -0.0004, 0.0000, -0.0001, 0.0000, 0.0000, 0.0000, 0.0000], "total_charge": -3, "homo_ev": [3.598, 3.610], "s_squared": 0.755, "spin_multiplicity": 2, "lumo_energy_ev": [7.47, 7.30]}



So what do the calculations give for energy above the lowest of the compared OMol25 structures with the same formula, charge and spin? Going down the list: 107.0; 119.4; 9.0; 0.0 kcal per mole.
So what do the calculations give for total energy? Going down the list: -892.35324; -579.14802; -1830.92744; -1271.74101 hartree.